Record 1
13
Properties=species:S:1:pos:R:3:nbo_charge:R:1 method="wB97M-V/def2-TZVPD" lumo_ev=0.69 smiles="CP(S)S.C=O" de_lowest_kcal_mol=33.8 gap_ev=9.67 energy_ev=-35194.0632 homo_ev=-8.99
C -1.160 -0.257 0.697 -0.96
P 0.396 0.705 0.910 0.57
S 0.403 0.728 3.027 -0.31
S -0.415 2.595 0.386 -0.31
H -1.960 0.171 1.300 0.23
H -1.432 -0.211 -0.357 0.25
H -0.987 -1.292 0.991 0.24
H 1.672 1.111 3.111 0.14
H 0.669 2.995 -0.272 0.15
C 0.704 -1.634 -2.449 0.29
O 0.208 -0.715 -3.024 -0.49
H 0.248 -2.097 -1.556 0.10
H 1.654 -2.099 -2.765 0.10

Record 2
18
Properties=species:S:1:pos:R:3:nbo_charge:R:1 method="wB97M-V/def2-TZVPD" lumo_ev=0.65 smiles=CCCCS.O de_lowest_kcal_mol=9.7 gap_ev=9.51 energy_ev=-17225.1252 homo_ev=-8.86
C 1.923 1.796 -0.596 -0.61
C 1.307 0.450 -0.819 -0.40
C -0.179 0.423 -0.493 -0.40
C -0.500 1.043 0.899 -0.50
S -2.026 0.287 1.612 -0.07
H 1.394 2.553 -1.169 0.20
H 2.959 1.867 -0.935 0.21
H 1.908 2.077 0.455 0.20
H 1.464 0.141 -1.844 0.21
H 1.832 -0.272 -0.202 0.19
H -0.738 1.003 -1.232 0.20
H -0.556 -0.596 -0.615 0.21
H 0.288 0.796 1.598 0.21
H -0.783 2.074 0.739 0.23
H -1.732 -0.985 1.410 0.12
O -1.802 -4.162 0.324 -0.94
H -2.509 -4.218 -0.322 0.47
H -2.249 -4.277 1.189 0.47

Record 3
54
Properties=species:S:1:pos:R:3:nbo_charge:R:1 method="wB97M-V/def2-TZVPD" lumo_ev=-2.31 total_charge=+1 de_lowest_kcal_mol=9.3 gap_ev=10.50 energy_ev=-33418.2884 homo_ev=-12.81
O 0.169 -0.611 -1.507 -0.79
H 0.454 0.301 -1.601 0.56
H -0.702 -0.610 -1.103 0.57
H 0.707 -1.271 -1.064 0.56
C 0.186 -2.713 0.837 -0.11
C 1.743 -2.743 0.679 -0.10
O 2.131 -1.863 -0.426 -0.78
O -0.209 -1.385 1.159 -0.77
H -0.178 -3.420 1.582 0.20
H -0.359 -2.908 -0.086 0.19
H 2.078 -3.751 0.432 0.19
H 2.281 -2.369 1.549 0.19
H 3.061 -1.967 -0.638 0.50
H 0.337 -1.055 1.876 0.50
C -3.549 -2.021 0.321 -0.10
C -3.376 -1.390 -1.068 -0.09
O -2.145 -1.780 -1.721 -0.77
O -3.485 -3.411 0.408 -0.72
H -4.493 -1.647 0.718 0.17
H -2.728 -1.718 0.971 0.17
H -3.570 -0.319 -1.013 0.20
H -4.169 -1.879 -1.634 0.18
H -2.192 -2.674 -2.069 0.50
H -3.471 -3.580 1.352 0.48
C -2.378 1.649 0.879 -0.09
C -1.650 2.234 2.098 -0.08
O -2.446 2.894 3.070 -0.70
O -1.431 1.488 -0.217 -0.76
H -3.157 2.373 0.639 0.17
H -2.864 0.707 1.134 0.19
H -0.926 2.987 1.788 0.15
H -1.041 1.462 2.569 0.18
H -2.937 3.609 2.660 0.47
H -1.377 2.295 -0.735 0.48
C 3.358 0.748 1.515 -0.08
C 1.855 0.937 1.954 -0.11
O 1.439 -0.147 2.814 -0.76
O 4.233 1.116 2.615 -0.73
H 3.486 1.473 0.712 0.18
H 3.548 -0.267 1.165 0.17
H 1.284 0.958 1.025 0.18
H 1.708 1.879 2.483 0.19
H 1.652 0.194 3.686 0.50
H 4.560 0.340 3.075 0.48
C 1.435 2.422 -2.955 -0.11
C 1.747 1.269 -3.843 -0.10
O 0.665 0.350 -4.037 -0.73
O 1.417 1.984 -1.626 -0.75
H 0.645 3.067 -3.338 0.18
H 2.264 3.119 -3.080 0.18
H 2.565 0.756 -3.338 0.18
H 2.143 1.598 -4.804 0.20
H 0.222 0.574 -4.859 0.48
H 1.462 2.714 -1.005 0.50

Record 4
113
Properties=species:S:1:pos:R:3:lowdin_charge:R:1 method="wB97M-V/def2-TZVPD" lumo_ev=-0.17 de_lowest_kcal_mol=52.9 gap_ev=6.79 energy_ev=-63708.8518 homo_ev=-6.96
Ba -0.705 -0.742 0.187 2.17
C -2.705 3.742 -0.323 -0.04
C -2.128 3.331 1.013 -0.19
C -0.767 3.495 1.276 -0.18
C 0.111 4.262 0.310 -0.04
C -0.231 2.963 2.451 -0.18
C 1.258 2.971 2.704 -0.05
C -1.073 2.389 3.406 -0.18
C -0.448 1.825 4.660 -0.03
C -2.458 2.330 3.197 -0.18
C -3.324 1.752 4.295 -0.05
C -2.983 2.780 1.981 -0.18
C -4.456 2.714 1.646 -0.04
H -3.215 4.708 -0.264 0.09
H -3.435 3.008 -0.665 0.07
H -1.935 3.812 -1.087 0.07
H 0.884 4.810 0.845 0.08
H -0.470 4.997 -0.242 0.07
H 0.599 3.599 -0.410 0.09
H 1.528 3.650 3.518 0.09
H 1.816 3.270 1.821 0.06
H 1.592 1.970 2.980 0.07
H -1.177 1.634 5.440 0.06
H 0.300 2.507 5.066 0.08
H 0.058 0.880 4.437 0.09
H -3.223 2.338 5.210 0.09
H -3.026 0.726 4.520 0.08
H -4.377 1.732 4.037 0.05
H -5.074 2.427 2.489 0.06
H -4.636 1.989 0.849 0.08
H -4.809 3.685 1.295 0.08
C 1.895 -1.503 -2.623 -0.04
C 1.612 -0.011 -2.409 -0.38
C 2.923 0.752 -2.232 -0.05
C 0.755 0.519 -3.545 -0.14
C 1.357 1.120 -4.640 -0.04
C 0.603 1.613 -5.691 -0.08
C -0.774 1.534 -5.624 -0.05
C -1.423 0.935 -4.548 -0.13
C -2.946 0.975 -4.539 -0.38
C -3.483 2.398 -4.732 -0.07
C -3.527 0.058 -5.624 -0.06
C -0.648 0.373 -3.509 -0.17
N -1.242 -0.233 -2.385 -0.08
C -2.148 -1.146 -2.580 -0.15
C -2.988 -1.740 -1.613 -0.36
C -4.018 -2.649 -1.918 -0.04
C -4.644 -2.950 -0.720 -0.04
C -3.965 -2.223 0.278 -0.29
N -2.980 -1.485 -0.255 -0.16
C -4.244 -2.228 1.764 -0.54
C -3.022 -2.770 2.523 -0.04
C -4.548 -0.800 2.235 -0.05
C -5.446 -3.126 2.072 -0.06
H 2.425 -1.929 -1.770 0.07
H 2.509 -1.636 -3.517 0.09
H 0.969 -2.064 -2.756 0.08
H 1.038 0.113 -1.484 0.04
H 3.628 0.524 -3.033 0.08
H 3.394 0.464 -1.294 0.06
H 2.752 1.830 -2.213 0.09
H 2.434 1.211 -4.678 0.10
H 1.084 2.081 -6.541 0.10
H -1.365 1.953 -6.429 0.11
H -3.300 0.634 -3.566 0.12
H -3.292 2.764 -5.742 0.07
H -3.027 3.092 -4.025 0.08
H -4.563 2.406 -4.577 0.08
H -3.229 0.412 -6.612 0.08
H -4.618 0.050 -5.574 0.08
H -3.171 -0.967 -5.518 0.07
H -2.306 -1.537 -3.589 0.13
H -4.268 -3.007 -2.906 0.10
H -5.483 -3.614 -0.588 0.09
H -2.192 -2.064 2.492 0.04
H -2.689 -3.709 2.075 0.10
H -3.269 -2.950 3.571 0.09
H -3.705 -0.139 2.026 0.06
H -4.744 -0.792 3.311 0.08
H -5.427 -0.409 1.718 0.09
H -5.248 -4.155 1.767 0.09
H -6.338 -2.775 1.549 0.09
H -5.648 -3.123 3.144 0.08
C 5.372 -4.834 2.064 -0.05
C 5.789 -3.641 1.205 -0.30
C 7.124 -3.106 1.708 -0.15
C 7.536 -1.863 0.936 -0.13
C 6.465 -0.819 1.068 -0.14
C 6.773 0.521 1.076 0.06
C 5.763 1.476 1.141 -0.25
F 6.113 2.774 1.162 0.07
C 4.447 1.121 1.159 0.07
C 4.113 -0.240 1.158 -0.05
C 2.696 -0.605 1.089 -0.33
O 1.799 0.239 0.931 -0.08
C 2.443 -2.018 1.159 -0.04
C 3.454 -2.910 1.199 0.04
N 4.769 -2.568 1.213 0.03
C 5.116 -1.225 1.157 -0.07
C 0.964 -2.305 1.057 -0.83
O 0.536 -2.715 -0.043 -0.18
O 0.258 -1.891 1.993 -0.20
H 6.237 -5.482 2.202 0.09
H 4.587 -5.436 1.612 0.07
H 5.039 -4.497 3.047 0.10
H 5.915 -3.972 0.169 0.16
H 7.869 -3.893 1.600 0.12
H 7.037 -2.871 2.773 0.14
H 7.662 -2.118 -0.121 0.13
H 8.490 -1.477 1.294 0.12
H 7.804 0.847 1.025 0.13
H 3.649 1.850 1.160 0.12
H 3.240 -3.967 1.232 0.14

Repeat the first record exactly.
13
Properties=species:S:1:pos:R:3:nbo_charge:R:1 method="wB97M-V/def2-TZVPD" lumo_ev=0.69 smiles="CP(S)S.C=O" de_lowest_kcal_mol=33.8 gap_ev=9.67 energy_ev=-35194.0632 homo_ev=-8.99
C -1.160 -0.257 0.697 -0.96
P 0.396 0.705 0.910 0.57
S 0.403 0.728 3.027 -0.31
S -0.415 2.595 0.386 -0.31
H -1.960 0.171 1.300 0.23
H -1.432 -0.211 -0.357 0.25
H -0.987 -1.292 0.991 0.24
H 1.672 1.111 3.111 0.14
H 0.669 2.995 -0.272 0.15
C 0.704 -1.634 -2.449 0.29
O 0.208 -0.715 -3.024 -0.49
H 0.248 -2.097 -1.556 0.10
H 1.654 -2.099 -2.765 0.10